[1]
Density functional theory data (wB97M-V/def2-TZVPD) for a single C16H23NO4 molecule.

XYZ file:
```
44
Properties=species:S:1:pos:R:3
C -1.70 5.27 -4.99
C -0.39 5.11 -4.22
C -0.65 4.68 -2.78
C 0.62 4.63 -1.92
C 1.64 3.57 -2.34
C 1.17 2.15 -2.09
O 1.04 1.97 -0.69
C 0.58 0.79 -0.21
C 0.44 0.71 1.18
C -0.01 -0.45 1.77
C -0.34 -1.57 0.99
C -0.21 -1.48 -0.38
C 0.25 -0.32 -0.99
H 0.34 -0.29 -2.06
H -0.46 -2.33 -1.00
C -0.81 -2.85 1.64
H -1.08 -3.56 0.86
C -2.09 -2.53 2.40
O -3.19 -2.58 1.93
O -1.87 -2.12 3.65
H -2.71 -1.90 4.09
C 0.26 -3.47 2.55
C 1.47 -3.84 1.71
O 1.64 -4.94 1.23
N 2.36 -2.84 1.54
H 2.15 -1.89 1.81
H 3.15 -2.99 0.92
H 0.54 -2.77 3.33
H -0.13 -4.38 3.00
H -0.12 -0.49 2.84
H 0.69 1.57 1.77
H 1.91 1.43 -2.49
H 0.21 1.96 -2.58
H 1.89 3.68 -3.40
H 2.56 3.73 -1.77
H 0.34 4.43 -0.88
H 1.10 5.61 -1.95
H -1.34 5.39 -2.32
H -1.14 3.70 -2.77
H 0.15 6.06 -4.22
H 0.23 4.37 -4.73
H -2.25 4.34 -5.01
H -1.50 5.58 -6.02
H -2.33 6.03 -4.52
```

HOMO-LUMO gap   9.3 eV
Energy above the lowest of the compared OMol25 structures with the same formula, charge and spin   0.152 eV
SMILES   CCCCCCOc1ccc([C@@H](CC(N)=O)C(=O)O)cc1
LUMO level   0.6 eV
2S+1   1
HOMO energy   -8.6973 eV

---

[2]
Density functional theory data (wB97M-V/def2-TZVPD) for a molecular structure, C16H24AsMoN2O7S.

XYZ file:
```
52
Properties=species:S:1:pos:R:3
Mo -0.09 0.46 0.41
O -3.57 1.55 1.08
As -2.75 1.98 -0.41
O -3.24 3.35 -1.09
O -1.10 2.03 0.19
C -3.15 0.34 -1.41
C -4.53 0.28 -1.55
C -5.14 -0.74 -2.26
C -4.38 -1.72 -2.86
C -3.00 -1.68 -2.74
C -2.39 -0.66 -2.03
S -0.62 -0.77 -1.95
O -0.14 0.63 -1.81
O -0.14 -1.55 -3.02
O -0.30 -1.33 -0.56
H -4.01 2.33 1.45
H -5.15 1.05 -1.10
H -6.22 -0.75 -2.36
H -4.84 -2.52 -3.43
H -2.38 -2.43 -3.22
C 0.90 1.38 3.66
C 0.23 0.02 3.48
C 1.22 -1.12 3.61
C -0.95 -0.14 4.42
O -0.32 -0.04 2.14
H 1.26 1.49 4.68
H 0.19 2.18 3.45
H 1.76 1.47 2.99
H 1.70 -1.09 4.59
H 1.99 -1.04 2.85
H 0.71 -2.08 3.50
H -0.61 -0.12 5.46
H -1.45 -1.09 4.24
H -1.67 0.66 4.28
N 1.95 0.37 0.21
C 3.10 0.49 0.05
N 4.36 0.61 -0.15
C 4.95 0.23 -1.46
C 5.58 1.46 -2.11
C 6.55 2.15 -1.15
C 5.86 2.52 0.16
C 5.25 1.30 0.81
H 4.17 -0.21 -2.07
H 5.71 -0.53 -1.26
H 4.78 2.16 -2.40
H 6.08 1.15 -3.02
H 6.97 3.04 -1.62
H 7.39 1.48 -0.94
H 5.08 3.26 -0.03
H 6.57 2.97 0.85
H 4.66 1.54 1.70
H 6.02 0.58 1.10
```

Charge   +1
HOMO-LUMO gap (alpha / beta)   8.2 / 8.6 eV
Energy above the lowest of the compared OMol25 structures with the same formula, charge and spin   0.000 eV
Expectation value of S²   2.009
LUMO level (alpha / beta)   -3.7 / -4.2 eV
2S+1   3
HOMO energy (alpha / beta)   -11.9429 / -12.8173 eV

---

[3]
Density functional theory data (wB97M-V/def2-TZVPD) for a molecular structure, C16H24BKO20 at a distorted geometry.

XYZ file:
```
62
Properties=species:S:1:pos:R:3
K 0.91 1.06 -0.06
O 2.20 7.23 5.04
C 1.61 6.21 5.36
O 1.44 5.82 6.63
B 0.56 4.65 6.63
O 0.50 4.20 5.23
C 1.10 5.11 4.47
O 1.20 4.94 3.26
O -0.74 5.13 7.05
C -1.12 4.41 8.10
O -2.18 4.41 8.66
C -0.06 3.30 8.34
O 0.94 3.51 7.52
O -0.16 2.35 9.12
C -3.73 -0.08 -5.92
O -3.99 -1.19 -5.09
C -3.37 -1.36 -3.87
O -2.38 -0.70 -3.49
O -4.01 -2.40 -3.15
C -3.40 -2.86 -1.99
H -4.03 -0.35 -6.93
H -2.66 0.12 -6.00
H -4.22 0.86 -5.66
H -3.34 -2.16 -1.15
H -2.41 -3.23 -2.25
H -3.97 -3.61 -1.45
C 2.02 -3.40 -5.08
O 2.17 -4.51 -4.19
C 2.46 -4.27 -2.89
O 2.58 -3.14 -2.44
O 2.62 -5.50 -2.32
C 2.84 -5.51 -0.92
H 2.99 -2.98 -5.35
H 1.42 -2.66 -4.55
H 1.43 -3.62 -5.97
H 3.81 -5.10 -0.64
H 2.81 -6.55 -0.62
H 2.05 -4.89 -0.50
C -3.13 -1.87 6.56
O -2.23 -1.56 5.44
C -1.62 -2.57 4.75
O -0.86 -2.39 3.79
O -1.99 -3.78 5.18
C -1.49 -4.95 4.61
H -3.58 -0.96 6.95
H -2.57 -2.41 7.33
H -3.98 -2.43 6.18
H -0.42 -5.04 4.83
H -1.61 -5.10 3.54
H -1.86 -5.80 5.18
C 0.65 5.01 -5.02
O 1.94 4.87 -5.65
C 2.72 3.83 -5.35
O 2.54 2.99 -4.46
O 3.80 3.88 -6.19
C 4.60 2.71 -6.46
H -0.14 4.29 -5.23
H 0.22 5.98 -5.27
H 0.73 4.95 -3.93
H 4.72 2.02 -5.62
H 5.56 2.97 -6.90
H 4.08 2.10 -7.20
```

HOMO-LUMO gap   6.6 eV
Energy above the lowest of the compared OMol25 structures with the same formula, charge and spin   4.550 eV
LUMO level   -2.0 eV
2S+1   1
HOMO energy   -8.5660 eV

---

[4]
Density functional theory data (wB97M-V/def2-TZVPD) for a single C16H24BrN5S molecule at a distorted geometry.

XYZ file:
```
47
Properties=species:S:1:pos:R:3
S -0.21 3.64 -2.78
Br -1.88 -4.21 1.31
N 0.27 -0.01 -1.98
C -0.12 2.28 -1.94
C 0.37 -1.14 -2.63
C 1.50 -4.52 -1.19
C 0.42 -4.86 -0.40
C 1.48 -3.31 -1.92
C -0.77 -2.76 -1.05
C -0.71 -3.98 -0.27
C 0.35 -2.43 -1.88
N 0.19 1.15 -2.64
N -0.48 2.29 -0.62
N 1.07 1.54 4.52
N -0.56 1.46 2.03
C -1.04 -1.60 -4.57
C 0.36 -1.20 -4.15
C -0.68 3.37 0.31
C 1.68 2.14 3.24
C -0.37 1.26 4.57
C -1.20 2.77 1.78
C 0.86 1.43 2.06
C -1.07 0.79 3.29
H 2.41 -5.16 -1.21
H 0.70 -5.69 0.17
H 2.29 -3.16 -2.63
H -1.62 -2.14 -0.93
H 0.40 1.37 -3.61
H -0.49 1.36 -0.19
H 1.32 1.97 5.42
H -0.98 -2.43 -5.28
H -1.61 -1.90 -3.70
H -1.53 -0.62 -4.99
H 1.11 -1.92 -4.46
H 0.53 -0.33 -4.82
H -1.36 4.09 -0.08
H 0.31 3.78 0.45
H 2.71 2.02 3.33
H 1.54 3.31 3.21
H -0.91 2.15 4.93
H -0.45 0.34 5.14
H -0.85 3.48 2.47
H -2.30 2.73 1.77
H 1.09 0.40 2.20
H 1.37 1.78 1.19
H -2.17 0.83 3.45
H -0.98 -0.33 3.06
```

HOMO-LUMO gap   8.4 eV
SMILES   CC/C(=N\NC(=S)NCCN1CCNCC1)c1cccc(Br)c1
LUMO level   0.4 eV
2S+1   1
HOMO energy   -7.9844 eV

---

[5]
Density functional theory data (wB97M-V/def2-TZVPD) for a single C16H24BrNO molecule.

XYZ file:
```
43
Properties=species:S:1:pos:R:3
C 4.53 -1.40 -2.00
H 5.00 -0.44 -1.80
C 3.02 -1.24 -2.13
C 2.33 -2.58 -2.40
C 0.82 -2.40 -2.49
N 0.31 -1.85 -1.25
C 0.89 -0.54 -1.00
C 2.40 -0.65 -0.87
H 2.82 0.34 -0.67
H 2.64 -1.29 -0.02
H 0.48 -0.14 -0.07
H 0.64 0.16 -1.82
C -1.15 -1.83 -1.23
H -1.48 -2.79 -1.62
C -1.70 -1.65 0.20
C -2.32 -0.28 0.44
H -1.60 0.51 0.21
C -2.79 -0.13 1.89
H -1.99 -0.38 2.59
O -3.30 1.16 2.16
C -2.45 2.20 2.34
C -1.06 2.12 2.37
C -0.29 3.25 2.58
C -0.91 4.47 2.76
C -2.29 4.58 2.74
C -3.05 3.45 2.53
H -4.13 3.50 2.50
H -2.77 5.54 2.88
Br 0.15 6.03 3.05
H 0.78 3.18 2.61
H -0.55 1.17 2.24
H -3.64 -0.80 2.07
H -3.17 -0.13 -0.22
H -2.46 -2.41 0.39
H -0.89 -1.83 0.90
H -1.55 -1.04 -1.89
H 0.35 -3.37 -2.65
H 0.58 -1.75 -3.35
H 2.56 -3.27 -1.59
H 2.70 -3.02 -3.33
H 2.81 -0.57 -2.97
H 4.76 -2.07 -1.17
H 4.95 -1.82 -2.91
```

HOMO-LUMO gap   9.2 eV
Energy above the lowest of the compared OMol25 structures with the same formula, charge and spin   0.023 eV
SMILES   CC1CCN(CCCCOc2ccc(Br)cc2)CC1
LUMO level   0.8 eV
2S+1   1
HOMO energy   -8.4060 eV

---

[6]
Density functional theory data (wB97M-V/def2-TZVPD) for a molecular structure, C16H24DyF5N4O9Te at a distorted geometry.

XYZ file:
```
60
Properties=species:S:1:pos:R:3
Dy -1.62 -0.18 0.31
O -3.65 -3.76 1.82
C -3.07 -2.93 1.09
O -2.88 -1.67 1.34
C -2.48 -3.52 -0.15
N -1.19 -2.76 -0.52
C -0.13 -3.14 0.41
C 1.21 -2.48 0.21
N 1.32 -1.03 0.53
C 2.23 -0.34 -0.40
C 1.92 1.19 -0.69
N 0.48 1.62 -0.63
C -0.11 1.93 -1.98
C -0.16 0.67 -2.93
N -0.96 -0.47 -2.39
C -0.27 -1.78 -2.63
C -0.98 -3.00 -1.96
C -2.32 -0.59 -3.06
C -3.39 -0.90 -2.05
O -4.18 -1.83 -2.27
O -3.34 -0.18 -0.98
C 0.27 2.82 0.25
C -1.04 2.75 1.06
O -1.24 3.37 2.10
O -1.90 1.94 0.49
C 1.76 -0.79 1.89
C 0.60 -0.62 2.85
O 0.87 -0.76 4.04
O -0.53 -0.34 2.33
H -3.18 -3.42 -0.96
H -2.20 -4.63 -0.11
H 0.03 -4.27 0.26
H -0.60 -3.04 1.39
H 1.64 -2.71 -0.79
H 1.91 -3.07 0.89
H 2.23 -0.83 -1.36
H 3.29 -0.33 -0.10
H 2.43 1.46 -1.65
H 2.51 1.66 0.08
H 0.61 2.73 -2.49
H -1.08 2.29 -1.75
H 0.92 0.39 -3.12
H -0.74 0.97 -3.80
H 0.81 -1.83 -2.31
H -0.28 -2.01 -3.76
H -0.39 -3.92 -2.11
H -2.01 -3.09 -2.42
H -2.32 -1.37 -3.82
H -2.55 0.39 -3.48
H 0.22 3.74 -0.32
H 1.02 3.56 1.89
H 2.37 0.06 1.95
H 2.45 -1.58 2.30
F 1.07 4.33 3.86
Te 2.43 5.82 4.50
F 2.44 4.86 6.28
F 4.05 6.94 5.05
F 2.78 6.36 2.55
F 3.61 4.42 4.10
O 1.34 2.93 1.18
```

Charge   -2
HOMO-LUMO gap (alpha / beta)   7.8 / 7.8 eV
Energy above the lowest of the compared OMol25 structures with the same formula, charge and spin   0.000 eV
Expectation value of S²   9.335
LUMO level (alpha / beta)   3.8 / 3.8 eV
2S+1   6
HOMO energy (alpha / beta)   -3.9553 / -3.9590 eV

---

[7]
Density functional theory data (wB97M-V/def2-TZVPD) for a molecular structure, C16H24F9KO8 at a distorted geometry.

XYZ file:
```
58
Properties=species:S:1:pos:R:3
K 0.03 -0.28 0.08
C 0.87 1.15 -3.06
O 0.04 2.05 -2.31
O 0.35 -0.15 -2.83
C 1.15 1.60 -4.57
F 1.72 2.83 -4.64
F 1.99 0.77 -5.17
F 0.03 1.56 -5.27
C -0.87 2.93 -2.95
C -1.98 3.36 -1.94
H -2.53 2.48 -1.61
H -1.56 3.85 -1.06
H -2.67 4.07 -2.38
H -1.49 2.55 -3.76
H -0.49 3.88 -3.34
H 1.82 1.24 -2.54
C 3.30 -0.21 2.66
O 4.07 -1.40 2.90
O 2.36 -0.50 1.62
C 2.68 0.25 4.11
F 1.96 1.37 3.97
F 1.96 -0.70 4.67
F 3.62 0.61 5.03
C 5.49 -1.18 2.90
C 6.10 -2.52 3.46
H 7.18 -2.49 3.59
H 5.79 -2.73 4.48
H 5.99 -3.44 2.88
H 5.83 -0.36 3.54
H 5.95 -1.01 1.93
H 3.84 0.68 2.33
C -1.29 -3.87 -0.72
O -1.33 -3.89 -2.15
O 0.00 -3.36 -0.45
C -2.53 -3.13 0.00
F -2.26 -2.06 0.66
F -3.31 -2.67 -0.93
F -3.22 -3.91 0.83
C -2.11 -4.92 -2.77
C -1.93 -4.84 -4.22
H -2.83 -4.89 -4.83
H -1.42 -3.92 -4.53
H -1.28 -5.67 -4.49
H -3.16 -4.64 -2.63
H -1.86 -5.95 -2.53
H -1.32 -4.90 -0.36
O -2.08 1.06 1.53
C -2.52 2.16 1.84
O -3.52 2.73 1.21
C -3.74 4.08 1.60
C -2.48 4.37 2.36
C -2.06 3.05 2.94
H -4.57 4.18 2.30
H -3.78 4.79 0.77
H -2.64 5.17 3.09
H -1.69 4.74 1.70
H -2.63 2.94 3.86
H -1.00 3.09 3.18
```

Charge   -2
HOMO-LUMO gap   4.8 eV
Energy above the lowest of the compared OMol25 structures with the same formula, charge and spin   2.542 eV
LUMO level   3.8 eV
2S+1   1
HOMO energy   -0.9941 eV

---

[8]
Density functional theory data (wB97M-V/def2-TZVPD) for a molecular structure, C16H24HgO12P at a distorted geometry.

XYZ file:
```
54
Properties=species:S:1:pos:R:3
Hg -0.27 -0.32 0.99
P -0.97 -1.89 2.84
O -1.88 -1.65 1.58
O -1.79 -2.81 3.70
O -1.19 -0.36 3.08
O 0.42 -2.07 2.17
O 1.40 -0.85 -0.51
C 1.94 -1.86 -0.99
O 1.66 -2.33 -2.20
C 1.80 -3.69 -2.23
C 2.82 -4.07 -1.07
C 2.95 -2.72 -0.25
H 2.20 -4.03 -3.19
H 0.93 -4.30 -1.98
H 3.81 -4.43 -1.35
H 2.36 -4.87 -0.49
H 3.93 -2.33 0.02
H 2.57 -2.93 0.75
O -1.44 -0.48 -1.20
C -1.89 -0.99 -2.22
O -2.43 -0.22 -3.17
C -2.75 -0.96 -4.28
C -1.98 -2.31 -4.24
C -1.74 -2.46 -2.80
H -2.80 -0.45 -5.24
H -3.82 -1.07 -4.12
H -1.05 -2.20 -4.81
H -2.45 -3.14 -4.77
H -0.78 -2.97 -2.78
H -2.56 -3.06 -2.40
O -0.78 1.84 0.48
C -1.43 2.78 -0.02
O -0.85 3.99 -0.22
C -1.81 4.88 -0.88
C -3.30 4.35 -0.57
C -2.89 2.85 -0.52
H -1.76 4.98 -1.96
H -1.61 5.88 -0.52
H -4.04 4.71 -1.28
H -3.60 4.75 0.40
H -2.99 2.46 -1.54
H -3.58 2.27 0.08
O 1.61 0.81 1.68
C 2.17 1.24 2.70
O 3.51 1.05 2.94
C 3.86 1.72 4.09
C 2.72 2.14 4.96
C 1.58 2.08 3.87
H 4.50 2.58 3.88
H 4.50 0.95 4.53
H 2.78 3.15 5.36
H 2.43 1.51 5.81
H 1.37 3.11 3.58
H 0.62 1.75 4.28
```

Charge   -1
HOMO-LUMO gap   3.6 eV
Energy above the lowest of the compared OMol25 structures with the same formula, charge and spin   4.470 eV
LUMO level   2.3 eV
2S+1   1
HOMO energy   -1.2107 eV

---

[9]
Density functional theory data (wB97M-V/def2-TZVPD) for a molecular structure, C16H24LiNO15 at a distorted geometry.

XYZ file:
```
57
Properties=species:S:1:pos:R:3
Li 52.14 47.75 74.82
N 52.11 47.32 72.35
O 52.71 46.61 73.22
O 51.93 46.80 71.16
O 51.58 48.34 72.74
C 47.72 43.43 76.57
C 47.84 44.39 75.40
C 47.22 45.77 75.63
O 48.37 46.68 75.67
C 49.38 45.96 75.47
O 50.50 46.57 75.37
O 49.21 44.74 75.21
H 46.78 43.14 76.59
H 48.14 43.92 77.42
H 48.35 42.39 76.28
H 47.50 43.93 74.59
H 46.77 46.04 76.48
H 46.75 45.99 74.91
C 46.98 50.08 77.08
C 48.36 50.80 77.17
C 49.26 50.66 78.43
O 50.49 50.16 77.75
C 50.30 49.99 76.44
O 51.07 49.39 75.69
O 49.11 50.32 76.12
H 47.15 48.98 77.22
H 46.45 50.36 76.16
H 46.39 50.26 77.85
H 48.15 51.91 76.98
H 48.96 49.73 78.91
H 49.44 51.54 79.14
C 55.76 45.63 74.61
C 55.21 45.41 76.12
C 55.94 46.52 77.03
O 54.87 47.41 77.45
C 53.80 46.99 76.85
O 52.71 47.67 76.81
O 53.85 45.88 76.20
H 55.40 46.51 74.17
H 55.23 44.88 74.04
H 56.88 45.42 74.45
H 55.43 44.37 76.35
H 56.62 46.75 76.42
H 56.22 46.16 77.98
C 57.91 51.60 75.48
C 56.39 51.58 75.03
C 56.20 51.46 73.53
O 55.08 50.57 73.52
C 54.84 50.07 74.71
O 54.01 49.17 74.84
O 55.60 50.67 75.70
H 58.01 51.80 76.52
H 58.38 52.22 75.07
H 58.52 50.78 75.13
H 56.08 52.60 75.31
H 56.91 50.98 72.88
H 55.88 52.43 73.05
```

HOMO-LUMO gap   7.8 eV
Energy above the lowest of the compared OMol25 structures with the same formula, charge and spin   2.541 eV
LUMO level   0.5 eV
2S+1   1
HOMO energy   -7.3416 eV

---

The E results, record by record, are as follows: -979.24627, -3962.23898, -2753.82529, -3869.92259, -3328.07735, -3173.01798, -2724.65461, -2021.65361, -1814.70233 Eh.